Model P:
Density functional theory data (wB97M-V/def2-TZVPD) for 14 unconnected molecules or ions with the total composition C33H89N5O14S9.

The geometry in XYZ format:
```
150
C33H89N5O14S9 | the OMol25 dataset | wB97M-V/def2-TZVPD
S -6.936 -23.835 -5.321
S -6.245 -19.311 -3.757
S -1.783 -25.974 -6.993
S -1.394 -19.835 -14.126
S -8.384 -26.410 -10.277
S -4.916 -22.341 -9.650
S -9.187 -20.754 -13.786
S -5.856 -17.176 -9.161
S -11.170 -22.387 -9.217
O -0.226 -20.007 -13.191
O -1.072 -26.441 -5.725
O -11.287 -18.655 -10.343
O -4.080 -25.558 -10.729
O -6.046 -20.570 -2.979
O -9.034 -20.281 -15.186
O -6.866 -17.277 -8.046
O -10.222 -22.638 -10.336
O -4.030 -21.620 -10.648
O -8.340 -25.318 -9.288
O -6.145 -23.051 -6.354
O -2.191 -22.341 -5.697
O -3.054 -17.905 -10.725
O -5.543 -15.293 -12.879
N -5.273 -17.539 -12.569
N -1.841 -25.400 -11.221
N -9.331 -18.355 -9.287
N -3.298 -20.735 -4.507
N -2.073 -19.638 -9.549
C -0.842 -20.312 -9.175
C -10.711 -20.036 -13.161
C -6.415 -22.781 -10.417
C -2.744 -27.439 -10.211
C -5.828 -18.901 -12.348
C -6.997 -27.479 -9.869
C -2.978 -22.046 -4.807
C -9.819 -22.468 -13.713
C -7.754 -25.695 -11.834
C -2.581 -19.629 -5.074
C -7.508 -16.634 -13.191
C -9.414 -19.692 -8.663
C -2.861 -20.202 -13.077
C -2.935 -26.050 -10.678
C -6.032 -16.411 -12.850
C -12.708 -21.865 -9.932
C -3.655 -22.999 -3.809
C -7.722 -25.165 -6.261
C -8.406 -22.903 -4.946
C -0.646 -17.958 -10.670
C -7.805 -18.426 -3.371
C -2.020 -18.463 -10.327
C -4.227 -16.977 -8.304
C -11.676 -24.091 -8.837
C -5.959 -15.434 -9.727
C -1.579 -17.982 -14.465
C -1.919 -24.205 -11.931
C -10.429 -16.399 -10.289
C -5.487 -20.995 -8.680
C -3.290 -25.157 -6.524
C -6.700 -19.782 -5.415
C -0.904 -24.481 -7.583
C -10.342 -17.888 -10.037
H -1.685 -17.507 -13.509
H -8.338 -25.832 -5.671
H -9.981 -22.639 -12.631
H -10.703 -24.583 -8.670
H -10.750 -20.168 -12.076
H -0.914 -25.876 -11.078
H -6.434 -19.114 -13.221
H -2.934 -19.439 -12.318
H -8.603 -19.606 -7.900
H -4.324 -17.323 -12.381
H -2.804 -21.185 -12.650
H -0.980 -23.754 -6.809
H -1.300 -24.147 -8.544
H -2.860 -24.067 -12.502
H -8.025 -17.263 -12.417
H -0.192 -18.813 -11.194
H -7.775 -20.101 -5.443
H -12.664 -20.929 -10.468
H -0.108 -17.737 -9.742
H 0.152 -24.749 -7.537
H -4.150 -23.842 -4.346
H -7.987 -26.355 -12.694
H -9.092 -23.201 -14.050
H -5.030 -19.609 -12.170
H -3.145 -24.301 -5.841
H -2.920 -20.208 -9.717
H -4.436 -22.424 -3.315
H -3.501 -16.419 -8.890
H -6.537 -18.783 -11.522
H -9.592 -15.993 -10.817
H -10.352 -19.864 -8.136
H -2.349 -19.827 -6.141
H -6.851 -15.281 -10.334
H -10.734 -22.442 -14.286
H -9.147 -23.556 -4.461
H -8.389 -24.758 -7.022
H -12.349 -24.045 -7.974
H -11.367 -16.122 -10.787
H -0.605 -17.107 -11.293
H -3.209 -18.756 -4.971
H -4.705 -20.611 -8.032
H -7.849 -17.673 -4.233
H -8.549 -17.742 -9.090
H -6.837 -21.885 -10.990
H -8.392 -24.812 -12.093
H -4.481 -16.632 -7.323
H -6.636 -28.140 -10.698
H -13.080 -22.686 -10.540
H -0.543 -21.011 -9.990
H -5.960 -20.222 -9.350
H -0.720 -17.696 -15.051
H -6.899 -25.662 -6.719
H -9.206 -20.475 -9.457
H -4.031 -18.023 -8.135
H -6.601 -18.914 -6.114
H -6.169 -21.441 -7.943
H -1.593 -19.480 -4.595
H -7.988 -15.671 -13.377
H -1.847 -27.555 -9.580
H -7.251 -28.078 -8.960
H -6.634 -25.471 -11.833
H -6.078 -23.483 -11.155
H -12.173 -24.482 -9.735
H -1.092 -20.902 -8.257
H -3.788 -20.155 -13.710
H -8.652 -19.069 -3.508
H -13.386 -21.625 -9.083
H -5.141 -15.132 -10.355
H -7.738 -17.927 -2.449
H -8.199 -22.105 -4.277
H -11.601 -20.558 -13.482
H -2.817 -23.301 -3.166
H -2.755 -28.220 -11.037
H -3.612 -27.622 -9.626
H -3.853 -24.726 -7.350
H -3.949 -25.909 -6.102
H -2.511 -17.945 -15.067
H -5.875 -14.827 -8.840
H -1.818 -23.306 -11.282
H -0.039 -19.652 -8.938
H -6.168 -26.778 -9.630
H -10.772 -18.941 -13.429
H -10.388 -15.933 -9.313
H -3.925 -20.552 -3.750
H -7.189 -23.255 -9.823
H -1.107 -24.081 -12.710
H -7.588 -17.152 -14.138
H -8.881 -22.431 -5.810
H -6.092 -20.550 -5.930
```

For the highest occupied orbital energy, the calculation gives -8.40 eV. Its net charge is 0. The HOMO-LUMO gap is 0.3116 hartree. The calculation puts the molar mass at 1068.699 g mol⁻¹. As for the spin multiplicity: 1.

Model Q:
Density functional theory data (wB97M-V/def2-TZVPD) for 14 unconnected molecules or ions with the total composition C33H89N5O14S9.

The geometry in XYZ format:
```
150
C33H89N5O14S9 | the OMol25 dataset | wB97M-V/def2-TZVPD
S 17.417 13.192 14.941
S 10.875 12.071 23.550
S 11.966 13.414 18.756
S 7.736 13.154 10.677
S 8.253 13.882 16.029
S 9.289 17.547 11.922
S 14.736 11.506 11.327
S 16.176 14.489 18.396
S 10.991 9.542 13.929
O 15.140 15.680 12.093
O 9.738 12.757 22.829
O 15.137 9.250 19.867
O 14.241 21.179 16.042
O 9.040 15.097 15.692
O 12.146 20.270 11.799
O 10.732 10.494 14.970
O 16.676 12.353 13.874
O 12.838 13.444 19.966
O 17.614 14.882 18.283
O 12.745 16.326 15.279
O 13.700 10.425 11.160
O 8.628 16.576 10.915
O 7.805 11.759 11.131
N 14.085 17.161 10.706
N 11.796 14.729 13.912
N 11.768 20.353 14.037
N 14.175 9.313 17.780
N 15.516 19.268 16.304
C 15.435 8.950 17.197
C 8.431 17.350 13.543
C 11.550 11.001 22.262
C 16.382 10.880 11.091
C 13.029 16.213 10.371
C 10.920 14.547 12.757
C 8.339 12.956 8.958
C 8.486 19.112 11.511
C 16.476 14.752 15.023
C 11.492 19.624 15.262
C 9.476 8.589 13.366
C 14.182 18.308 9.822
C 14.870 20.286 15.598
C 6.563 14.478 16.028
C 15.535 15.446 19.849
C 12.163 16.000 14.287
C 14.623 12.434 9.766
C 6.059 13.845 10.339
C 10.351 13.567 19.406
C 15.733 19.312 17.804
C 16.174 12.882 19.175
C 8.130 12.825 14.613
C 11.375 21.768 13.972
C 12.073 15.051 18.007
C 13.060 9.812 16.923
C 15.051 16.747 11.542
C 11.104 10.388 12.345
C 18.965 13.754 14.108
C 12.110 19.693 12.910
C 12.173 13.262 23.554
C 16.242 18.298 15.542
C 12.190 13.557 14.716
C 14.240 9.502 19.097
H 8.730 9.334 13.176
H 13.234 15.318 10.930
H 12.961 9.141 16.103
H 16.017 17.347 15.948
H 16.539 12.127 18.496
H 12.292 18.591 13.002
H 10.927 10.171 22.006
H 13.337 9.872 19.523
H 17.286 18.427 15.641
H 11.443 22.323 14.894
H 9.017 12.307 14.356
H 16.580 15.442 14.144
H 11.690 11.684 21.387
H 6.382 14.942 16.972
H 7.281 12.147 14.874
H 15.334 8.373 16.326
H 10.211 14.452 19.949
H 7.702 13.530 13.812
H 16.135 8.392 17.902
H 14.264 17.983 8.764
H 14.992 20.202 14.502
H 17.025 11.751 11.188
H 8.896 19.895 12.138
H 7.476 16.870 13.422
H 12.509 10.644 22.631
H 15.730 17.541 11.726
H 5.458 13.350 9.518
H 15.526 13.077 9.722
H 5.579 13.731 11.326
H 10.336 21.815 13.721
H 15.423 14.454 15.217
H 11.117 9.755 11.493
H 10.268 11.070 12.247
H 8.460 18.340 14.028
H 13.079 12.763 23.960
H 13.288 10.825 16.541
H 8.950 19.196 10.509
H 13.232 18.794 9.892
H 19.192 14.779 14.409
H 16.956 12.976 19.983
H 6.185 14.871 10.115
H 19.714 13.009 14.393
H 13.309 15.896 9.302
H 16.359 10.287 10.189
H 12.020 10.932 12.320
H 9.877 7.971 12.593
H 11.289 13.186 15.188
H 13.636 12.837 9.787
H 14.461 15.243 19.901
H 8.994 16.637 14.215
H 12.921 13.864 15.525
H 9.271 7.986 14.210
H 9.409 12.783 9.054
H 16.596 18.624 18.154
H 10.831 15.465 12.245
H 12.192 9.959 17.492
H 6.619 15.178 15.199
H 12.418 13.463 22.504
H 11.702 16.751 13.638
H 16.009 9.820 16.895
H 11.872 14.094 24.156
H 18.716 13.566 13.047
H 10.135 12.681 19.932
H 7.408 18.965 11.585
H 14.926 18.952 10.089
H 15.616 16.442 19.493
H 16.585 10.312 11.962
H 11.979 22.224 13.198
H 12.726 12.821 14.101
H 15.946 20.289 18.105
H 9.933 14.234 13.018
H 14.574 11.660 9.025
H 15.142 12.751 19.500
H 5.871 13.674 15.809
H 16.101 15.423 20.788
H 14.807 18.933 18.290
H 12.056 16.643 10.231
H 13.111 15.258 18.004
H 10.478 19.275 15.275
H 15.980 18.296 14.500
H 16.913 15.115 15.956
H 11.674 20.293 16.118
H 11.662 14.904 16.991
H 12.092 18.705 15.281
H 9.731 13.457 18.470
H 11.441 13.926 11.942
H 11.542 15.814 18.577
H 8.165 13.809 8.378
H 7.900 12.030 8.622
```

For the highest occupied orbital energy, the calculation gives -8.50 eV. Its net charge is 0. The HOMO-LUMO gap is 0.3185 hartree. The calculation puts the molar mass at 1068.699 g mol⁻¹. As for the spin multiplicity: 1.

Each structure's energy above the most stable one, in kcal/mol: model P 0.0; model Q 96.2.